No. 1
{"formula": "C23H32CeIN6", "method": "ωB97M-V with the def2-TZVPD basis set", "charge": 2, "max_force_ev_per_a": 0.27, "de_lowest_kj_mol": 0.0, "multiplicity": 2, "symbols": ["N", "I", "H", "H", "C", "H", "Ce", "C", "H", "C", "H", "C", "N", "C", "H", "N", "H", "N", "H", "H", "H", "C", "C", "C", "C", "H", "H", "C", "C", "C", "C", "C", "H", "H", "C", "H", "H", "C", "H", "C", "H", "N", "H", "H", "H", "C", "C", "C", "H", "H", "H", "C", "H", "C", "N", "H", "H", "C", "H", "H", "H", "H", "H"], "coordinates": [[0.02180, -0.50483, 3.26364], [-3.05874, -0.81722, 1.63124], [3.30669, -2.95666, 1.30901], [0.54995, -3.07263, 4.24921], [2.01121, 1.69839, -1.17193], [0.38193, -2.65591, 1.82831], [-0.29604, -0.29860, 0.56067], [2.87827, 2.74096, -1.45547], [1.57643, 2.08843, 2.04684], [3.30669, 3.56768, -0.42873], [-0.85781, 2.64864, 2.21952], [1.35571, -2.53664, 3.74218], [1.96132, -1.75948, 0.15701], [1.19977, -1.04312, 3.99003], [2.08162, -0.49161, 3.65863], [-0.96911, -2.22023, -1.06684], [2.71155, -1.27652, -0.32825], [1.56084, 1.47747, 0.07180], [0.97134, -1.47501, -2.99238], [-1.68924, -3.39536, 0.47417], [3.98717, 4.38353, -0.63265], [-2.31326, 2.16434, -0.67518], [1.58865, 0.72243, -2.23742], [-1.56086, 2.81195, 1.40876], [-2.51690, 3.80038, 1.51362], [-2.38339, 0.21368, -1.55069], [2.28002, -2.87290, 4.21706], [-0.97378, -1.98228, -2.38919], [0.00789, -0.96564, -2.91113], [-3.41504, 3.95061, 0.46754], [-3.31160, 3.12491, -0.63961], [2.47661, -2.26381, 1.45328], [-2.87855, 1.48528, -2.60764], [-0.23721, 0.39367, 3.66680], [-0.72868, 1.32644, -2.46461], [1.39614, -4.00503, 2.15796], [1.70287, -2.54488, -0.43631], [-2.51486, -3.76816, -2.76383], [-3.99808, 3.21504, -1.47007], [2.84646, 3.33725, 0.85880], [-3.05295, -4.85238, -0.97666], [-1.45450, 2.01328, 0.34172], [-3.12971, -4.35936, -3.42947], [3.21226, 2.90299, -2.47176], [-2.56191, 4.42440, 2.39418], [-1.74846, -2.72470, -3.26251], [-2.13412, 1.24131, -1.85081], [1.96828, 2.28918, 1.05374], [-0.26999, 2.26976, -2.16637], [-1.74129, -2.49517, -4.31951], [-0.26381, -0.67388, -3.92990], [-2.47892, -4.04530, -1.40778], [-0.80108, -1.08124, 3.44515], [1.35913, -2.92030, 2.26515], [0.20370, 0.23501, -2.06305], [1.72659, 1.17294, -3.22726], [1.10740, -0.85692, 5.06084], [-1.70351, -3.23982, -0.59653], [2.88329, -1.40015, 1.98060], [-4.19011, 4.70407, 0.51270], [3.15168, 3.95587, 1.69027], [2.25755, -0.14051, -2.21038], [-0.79729, 1.33633, -3.55653]], "lowdin_spin": [0.00, 0.00, 0.00, 0.00, 0.00, 0.00, 1.01, 0.00, 0.00, 0.00, 0.00, 0.00, 0.00, 0.00, 0.00, 0.00, 0.00, 0.00, 0.00, 0.00, 0.00, 0.00, 0.00, 0.00, 0.00, 0.00, 0.00, 0.00, 0.00, 0.00, 0.00, 0.00, 0.00, 0.00, 0.00, 0.00, 0.00, 0.00, 0.00, 0.00, 0.00, 0.00, 0.00, 0.00, 0.00, 0.00, 0.00, 0.00, 0.00, 0.00, 0.00, 0.00, 0.00, 0.00, 0.00, 0.00, 0.00, 0.00, 0.00, 0.00, 0.00, 0.00, 0.00]}

No. 2
{"formula": "C28H66FI2N4", "method": "ωB97M-V with the def2-TZVPD basis set", "charge": -1, "energy_ha": -2020.61584, "max_force_ev_per_a": 2.73, "multiplicity": 1, "symbols": ["H", "H", "C", "H", "H", "H", "H", "H", "H", "C", "H", "H", "H", "H", "H", "H", "C", "C", "H", "H", "H", "H", "C", "H", "C", "H", "H", "H", "H", "H", "C", "C", "H", "H", "C", "H", "H", "C", "H", "H", "H", "H", "C", "H", "H", "H", "C", "H", "H", "N", "F", "H", "H", "C", "H", "H", "C", "C", "I", "H", "H", "H", "C", "C", "H", "N", "C", "H", "H", "H", "H", "H", "C", "H", "C", "H", "C", "H", "H", "I", "H", "C", "H", "H", "C", "H", "N", "H", "C", "H", "H", "H", "H", "N", "H", "C", "H", "C", "C", "C", "H"], "coordinates": [[3.11838, -4.71066, -3.50556], [0.82735, 1.85631, -0.15520], [-1.35179, -7.30149, -1.90826], [-0.71268, 0.15369, -0.49600], [3.34848, -4.13500, -1.15981], [-1.15773, 5.47657, 2.06537], [-1.32969, 8.40726, 3.76654], [2.32959, -1.82535, -4.30944], [-3.12030, 0.65645, -0.09707], [1.67093, 1.02724, 1.62516], [-1.41492, -2.70486, -1.68121], [0.58922, 5.59284, 2.13033], [3.96314, -1.92255, -1.71074], [-3.03664, -0.20333, 1.45196], [-2.15959, -6.40914, 0.55490], [6.83382, 4.31881, -0.81749], [-1.34875, 1.75023, 2.40839], [-0.43495, -3.03525, -1.32968], [-1.84978, -8.88537, -0.47300], [-1.79647, 8.42588, 6.79427], [-1.09297, 2.77375, 2.69943], [-1.72160, 9.83675, 5.73479], [-3.06267, -5.97876, 0.11875], [-4.40913, -9.15673, -4.13903], [-2.58945, -0.11821, 0.45939], [2.65621, 1.26461, 1.21784], [-0.45068, 4.75367, 4.28597], [0.53077, -2.57004, -3.18726], [-4.23212, -6.86280, -3.58292], [-4.55140, -6.38076, -1.34132], [-3.46978, 6.48814, 3.42602], [3.01415, -1.75744, -2.22874], [-0.36333, -2.80233, -0.26497], [-4.28714, -9.17409, -2.38584], [0.65776, -2.33071, -2.12119], [-0.13941, -8.74929, -0.85981], [-3.31075, 7.52866, 3.13844], [2.34211, -4.03895, -1.57641], [4.70448, 4.71702, -1.25939], [5.23596, 6.71252, -2.84547], [0.01706, 1.01489, 3.94704], [-0.39619, -4.11976, -1.45374], [-3.74608, -8.92806, -3.30072], [1.71011, 1.23833, 2.69423], [-3.19680, 5.85238, 2.58499], [2.23401, -5.93312, -2.61277], [-1.14526, -8.68386, -1.28164], [-3.27318, 6.48157, 5.55752], [-1.67939, 0.92204, 4.37726], [1.99763, -2.62958, -1.65054], [7.44150, 4.22915, -2.77750], [-2.44038, 1.76113, 2.32194], [5.18961, 3.88877, -4.21997], [-0.97409, 0.79983, 3.55021], [0.64573, 6.08695, 4.44425], [-3.80735, -5.91538, 0.91437], [3.25917, -1.83909, -3.73728], [-3.33795, -7.45231, -3.35522], [2.70226, 4.88237, -3.73613], [-2.75019, -1.07029, -0.05101], [-1.00597, -0.24833, 3.24841], [-0.59904, -0.63618, 1.06985], [6.59142, 3.71471, -1.72599], [4.88821, 4.61069, -3.45487], [-4.54276, 6.35601, 3.58749], [-2.71566, -6.87171, -2.17550], [5.48101, 6.02088, -3.66432], [1.51462, -0.04418, 1.48473], [1.35131, -4.65238, -3.43659], [1.69553, -4.50790, -0.82720], [-3.83895, -7.82775, -0.64226], [3.84798, -0.97656, -4.05698], [2.25392, -4.86813, -2.86205], [2.73943, -0.72834, -1.98835], [0.60664, 1.86786, 0.91645], [-3.04690, 8.69441, 5.56624], [-2.70657, 6.10855, 4.69868], [6.55818, 5.99479, -3.88193], [0.73047, 2.91373, 1.21428], [3.98707, 2.12987, -1.82415], [-0.08670, 8.21645, 4.99411], [-3.60259, -6.82418, -1.02577], [4.99299, 6.44109, -4.56264], [-2.67729, -7.30218, -4.21450], [5.12302, 4.05496, -2.02638], [-0.37489, 7.05557, 2.25265], [-1.33317, 6.56738, 4.83104], [-2.88665, -9.59134, -3.38666], [-1.09759, 0.18036, 0.52701], [-0.77403, -7.24119, -2.83468], [0.49110, -1.25457, -2.02268], [3.82478, -2.72978, -4.01111], [-2.83937, -4.96413, -0.21510], [-0.78975, 1.48066, 1.09429], [-1.23011, -9.48067, -2.01980], [-1.13607, 8.00467, 4.77116], [-2.72869, 5.02138, 4.81490], [-1.97915, 8.77672, 5.77706], [-0.33407, 6.00494, 2.54380], [-0.34557, 5.82040, 4.06362], [-0.88504, -6.55983, -1.25330]], "lowdin_charge": [0.05, 0.09, -0.25, 0.11, 0.11, 0.05, 0.10, 0.07, 0.08, -0.09, 0.07, 0.07, 0.12, 0.06, 0.07, 0.02, -0.25, -0.09, 0.07, 0.08, 0.10, 0.07, -0.08, 0.07, -0.09, 0.04, 0.10, 0.10, 0.11, 0.12, -0.08, -0.26, 0.07, 0.06, -0.27, 0.07, 0.07, -0.25, 0.05, 0.07, 0.05, 0.05, -0.09, 0.05, 0.06, 0.06, -0.08, 0.10, 0.07, -0.19, -0.24, 0.10, 0.07, -0.09, 0.11, 0.07, -0.08, -0.25, 0.61, 0.06, 0.07, 0.09, -0.31, -0.77, 0.07, -0.19, -0.21, 0.07, 0.06, 0.10, 0.10, 0.06, -0.09, 0.04, -0.24, 0.06, -0.25, 0.07, 0.11, 0.58, 0.12, -0.27, 0.03, 0.11, -0.81, 0.07, -0.20, 0.05, -0.28, 0.11, 0.11, 0.05, 0.07, -0.19, 0.05, -0.28, 0.11, -0.10, -0.08, -0.25, 0.09]}